DFT (ωB97M-V/def2-TZVPD) results for a structure of composition C12H36O6 in a non-equilibrium geometry.

Positions of all 54 atoms, in Å:
C  3.25653  -16.29841  -21.07065
C  3.86763  -15.70085  -19.80384
O  5.32020  -15.80286  -20.00546
H  3.80395  -17.18964  -21.37748
H  3.28755  -15.59943  -21.90644
H  2.20069  -16.51768  -20.91180
H  3.56127  -16.03718  -18.81332
H  3.59276  -14.64906  -19.72459
H  5.64321  -15.66516  -19.11198
C  5.68518  -14.77431  -16.12457
C  4.74858  -14.74522  -17.28852
O  5.19930  -15.72791  -18.22165
H  5.68814  -15.78378  -15.71343
H  5.48470  -14.22122  -15.20696
H  6.69990  -14.54226  -16.44798
H  4.69590  -13.85127  -17.90994
H  3.73757  -14.88018  -16.90415
H  5.00987  -16.54070  -17.74722
C  8.14339  -16.25075  -17.41232
C  6.91234  -17.19142  -17.52749
O  7.33593  -18.47596  -17.50676
H  8.61034  -16.36064  -16.43355
H  7.83233  -15.20669  -17.44835
H  8.93412  -16.31658  -18.15965
H  6.43979  -16.91704  -18.47063
H  6.12426  -17.02117  -16.79398
H  7.74541  -18.86337  -18.28384
C  2.96283  -13.37648  -21.43214
C  1.65954  -14.17417  -21.16668
O  0.75843  -13.24313  -20.71858
H  2.69405  -12.42711  -21.89536
H  3.60303  -13.96414  -22.09007
H  3.51274  -13.10171  -20.53204
H  1.81124  -14.87538  -20.34607
H  1.20777  -14.60437  -22.06051
H  -0.01968  -13.31793  -21.27585
C  4.65562  -15.94344  -23.45838
C  3.32969  -15.20005  -23.71004
O  2.83898  -15.53371  -25.01281
H  4.72819  -16.86233  -24.04016
H  4.89454  -16.15776  -22.41670
H  5.37281  -15.33673  -24.01122
H  3.42576  -14.13151  -23.51741
H  2.54899  -15.47104  -22.99929
H  2.20042  -14.84139  -25.19864
C  6.64105  -14.32957  -22.53275
C  5.75068  -13.58041  -21.61086
O  5.80922  -14.00732  -20.25762
H  6.76323  -13.69008  -23.40697
H  6.14196  -15.23494  -22.87814
H  7.63338  -14.44838  -22.09771
H  4.72916  -13.56667  -21.99086
H  5.90955  -12.51030  -21.74393
H  5.16613  -14.70682  -20.12075

Forces on the atoms, in the same order (eV/Å):
-0.45 -0.54 1.31
-0.74 -1.77 -2.12
-5.05 -11.57 -10.76
-0.24 -0.13 0.33
0.19 -1.03 2.23
0.19 -0.56 -0.08
-1.10 -1.10 -1.28
0.26 -0.04 -0.05
3.67 0.67 -3.24
0.81 0.26 1.15
0.00 1.70 0.41
-4.05 1.84 19.36
0.09 0.00 -0.07
-0.52 0.72 -0.48
-0.40 0.10 0.38
0.42 0.42 0.49
-0.35 -0.71 -0.51
0.13 -0.32 -0.55
-0.61 0.94 1.03
2.16 1.19 -2.37
0.15 -3.16 1.30
0.09 -0.20 0.07
0.18 -0.14 -0.31
-0.38 -0.72 -0.27
1.26 -1.53 -0.01
1.06 -0.76 0.58
-0.16 0.76 -0.24
-1.78 -0.51 -0.13
1.18 1.24 0.46
-2.46 1.63 0.72
-0.02 -0.09 -0.38
-1.51 0.83 1.23
-0.24 -0.11 -0.02
-0.38 0.06 -0.53
0.63 -0.60 -0.02
-0.17 0.32 0.36
-1.18 -0.13 -2.55
-0.44 -1.29 -0.80
0.35 0.63 0.11
-0.76 -0.43 0.18
0.24 0.38 -0.80
-0.46 -0.37 0.01
0.29 -0.08 -1.43
-0.13 -0.29 -1.07
-0.17 -0.09 -0.42
1.18 0.24 -0.13
0.01 1.00 0.56
3.29 10.60 -2.04
0.14 -0.03 -0.41
2.45 0.93 1.35
0.03 -0.23 0.04
2.14 -0.40 0.12
0.78 0.46 0.61
0.39 2.02 -1.30

The strongest force on any atom is 19.861 eV/Å. The value obtained for the frontier orbital gap is 0.2904 Eh. The calculation puts the energy relative to the best compared isomer or geometry (same formula, charge and spin) at 1767.19 kJ/mol. The value obtained for the calculated total energy is -25294.8857 eV.